[1]
116
Properties=species:S:1:pos:R:3:forces:R:3 method="wB97M-V/def2-TZVPD" homo_energy_ev=-10.2 charge=+1 de_lowest_kcal_mol=24.3 fmax_ha_per_bohr=0.0132 spin_multiplicity=1 homo_lumo_gap_ev=8.351
H -2.3830 -2.3952 -7.5973 0.009 0.025 0.023
O 3.2576 -1.5080 1.4876 -0.157 0.142 0.002
C -0.1005 -3.6432 2.2430 -0.477 0.110 0.278
C -1.8243 -2.3736 -5.5292 -0.022 -0.012 0.014
H -4.1770 -1.6207 -2.7014 -0.028 -0.017 0.004
C -5.0083 -4.8897 -2.4009 0.014 -0.002 0.001
C 0.5506 -6.7281 -2.7688 -0.019 0.016 0.001
C 0.7661 3.7503 -1.3256 0.007 0.144 -0.036
N -1.0508 2.1060 1.9907 -0.263 0.172 0.031
C 1.0536 -4.3940 -3.0463 -0.023 0.092 -0.001
C 1.4708 -5.7185 -3.0264 0.011 -0.011 0.025
H -1.8606 3.4847 -4.3729 -0.024 0.047 -0.010
H 0.2566 0.7631 -6.4110 -0.013 -0.036 0.011
H 1.6683 5.6296 -1.4436 0.025 0.031 0.006
H -0.5554 0.7027 3.4837 0.006 0.000 -0.036
O 2.2301 0.4650 1.6719 -0.153 0.219 -0.127
H 1.7640 -3.6009 -3.2553 0.017 -0.045 -0.002
H 3.5155 -3.0091 3.4478 -0.020 -0.021 0.004
H 0.2533 -0.1229 -4.0967 -0.019 0.057 0.001
N 0.9081 -2.7044 0.2855 0.270 0.125 0.205
H -3.2977 2.9999 0.5787 -0.088 0.011 -0.016
O -1.7926 -3.1410 4.3109 0.234 0.097 -0.433
C -0.7888 -6.4243 -2.5699 -0.020 -0.038 0.015
C -2.6181 -4.6376 -2.5093 0.011 0.057 -0.029
H -1.4622 4.0938 2.6004 -0.009 0.004 -0.026
C -2.7808 -3.2499 -2.5979 0.023 -0.057 0.054
H 1.8052 -2.2900 0.5705 0.089 -0.014 -0.142
H -4.0950 -0.5684 0.7880 -0.010 0.006 -0.008
C -0.9343 3.5553 1.8003 0.019 -0.087 -0.031
H -1.4979 -7.2213 -2.3809 0.027 0.006 -0.029
H -3.9518 0.6659 -2.0685 -0.027 0.009 -0.019
N 0.0020 5.4270 -2.6475 0.136 0.161 0.096
C 4.7606 1.3707 4.9267 -0.001 -0.004 0.055
H 0.7086 1.8934 3.1379 -0.001 0.034 0.015
H 0.8797 -7.7589 -2.7354 -0.020 0.015 -0.010
H -1.0696 -0.3763 -8.1626 -0.003 -0.021 0.035
C 3.0347 -0.4522 2.0939 0.096 -0.258 -0.234
H -2.5547 0.7468 2.5020 0.025 -0.017 0.028
C -3.3775 1.9730 0.9463 0.038 -0.016 -0.085
C -1.9548 4.3368 -3.6962 -0.010 -0.069 0.043
H -3.6308 -6.5278 -2.3307 -0.018 0.024 -0.004
C -4.1588 1.2913 -1.1988 0.108 0.008 0.079
C -0.7835 4.4166 -2.7927 -0.069 -0.187 0.034
H 1.3372 -4.5262 1.1488 0.098 -0.076 0.042
C -3.1678 -0.3350 0.2446 0.042 0.087 -0.059
C -4.0510 -2.6935 -2.6067 0.045 0.059 -0.007
C 3.3455 0.2422 -3.8021 -0.075 0.104 0.033
H -4.4117 1.8425 1.3006 -0.021 0.032 0.051
H 6.1612 0.3980 7.4960 -0.020 0.011 0.018
H -2.8976 2.4112 2.9460 0.012 -0.048 0.071
S 1.7611 2.9030 -0.2569 0.128 0.249 -0.060
N -0.3545 3.3640 -1.9960 -0.030 0.126 -0.028
H 0.5084 -5.4649 2.9638 -0.006 0.023 -0.061
O -2.2165 -1.2412 3.4087 0.223 -0.233 -0.135
C 4.6483 0.4626 5.9718 0.012 0.009 0.027
H 5.2005 2.8544 2.8580 0.009 -0.017 -0.017
C 2.4399 0.8484 -2.9881 -0.019 -0.063 -0.019
C -1.2188 -5.1022 -2.6174 0.006 0.046 -0.009
H -6.1596 -3.0812 -2.5453 0.023 -0.020 0.022
H -0.7313 2.3655 4.0800 -0.014 -0.018 -0.005
H 4.5126 0.3649 8.1168 0.010 0.018 0.017
N 3.4967 -1.0256 -3.2991 -0.053 -0.031 0.024
N -0.8903 2.1021 -1.8859 -0.215 -0.472 0.157
H -4.1517 2.3380 -1.5124 -0.025 0.003 -0.006
As -1.0768 -2.3153 -2.6642 -0.179 0.087 -0.277
H 0.1091 3.8525 1.8186 0.093 -0.003 -0.013
C -0.3469 -0.6018 -4.8632 0.038 -0.047 0.078
N -0.7974 -2.5103 2.3461 0.153 0.177 -0.247
H -1.3627 3.8588 0.8423 0.040 0.006 0.025
N -0.0906 -4.6700 3.0962 -0.011 0.056 0.054
H 5.2008 1.8758 7.4995 -0.006 -0.011 0.022
C 3.5983 -1.1074 4.4469 -0.014 -0.051 -0.089
H 5.2301 2.3322 5.1112 -0.014 -0.027 -0.024
C 3.6797 -0.1573 3.4199 -0.048 0.126 0.111
H -2.3297 -0.5863 0.8924 0.002 0.019 0.016
H -0.6744 -4.5839 3.9127 -0.073 -0.003 0.124
C -0.2829 -4.0837 -2.8369 0.044 -0.049 0.103
H -2.0121 5.2514 -4.2795 0.014 0.001 0.001
H 3.8798 0.6009 -4.6652 0.003 -0.073 0.050
N -3.1345 1.0695 -0.1805 0.104 -0.023 -0.020
H 0.9350 -3.0631 -0.6583 -0.054 -0.016 -0.117
H -1.0544 1.6897 -2.7969 0.038 -0.008 -0.014
C -0.3665 1.7498 3.2470 0.053 -0.033 -0.101
C 5.1548 0.7977 7.3503 0.040 -0.044 -0.122
N 0.9306 5.0109 -1.7340 0.032 0.075 -0.044
C -1.0732 -0.7543 -7.1475 0.021 0.029 0.012
H 4.1115 -1.7368 -3.6551 0.034 -0.018 0.003
H 4.7724 1.6518 1.6293 0.002 0.042 0.000
C -0.3335 -0.1124 -6.1641 -0.010 -0.020 -0.045
H -1.7294 2.0335 -1.2844 0.205 -0.036 -0.098
H 2.5087 -5.9665 -3.2111 -0.022 0.008 0.009
H -5.1667 1.0559 -0.8286 -0.003 -0.007 -0.017
H 3.5171 2.6371 2.3617 -0.001 0.020 -0.005
C 4.4543 2.1174 2.5637 -0.111 -0.091 0.049
H -2.8807 4.2199 -3.1306 0.024 -0.014 0.008
N -1.6272 -2.3133 3.4035 -0.208 -0.167 0.494
C -1.0917 -1.7317 -4.5348 -0.024 0.030 0.006
H -5.8799 -5.5263 -2.3162 0.031 0.008 -0.022
N 0.6535 -3.7871 1.1326 -0.011 0.021 -0.037
N 2.0250 -0.0306 -2.0085 0.262 0.003 0.042
C -2.4815 1.7723 2.1524 0.062 0.003 0.083
H -3.1151 -0.9767 -0.6317 0.014 -0.029 -0.051
H 4.0008 -1.5044 6.5095 -0.024 0.026 -0.039
C 2.6926 -1.1435 -2.2222 -0.036 0.080 0.043
H -2.4098 -3.2530 -5.2852 0.009 0.011 -0.026
C 2.9803 -2.4669 4.2256 0.019 0.078 0.048
H 2.6514 -2.0324 -1.6117 0.052 0.067 -0.053
C 4.0777 -0.7759 5.7078 0.004 -0.001 0.022
H 3.0045 -3.0477 5.1476 -0.029 0.029 -0.012
C -5.1672 -3.5138 -2.5190 0.012 0.010 0.007
Pb 0.5453 0.4801 0.1476 -0.356 -0.517 0.253
C -3.7406 -5.4524 -2.4022 0.000 -0.048 0.042
C 4.2792 1.0882 3.6547 0.035 -0.071 -0.087
H 2.0813 1.8624 -3.0389 -0.015 -0.040 0.026
C -1.8135 -1.8869 -6.8288 0.007 -0.023 0.010
H 1.9384 -2.3721 3.9072 -0.002 -0.029 -0.018


[2]
8
Properties=species:S:1:pos:R:3:forces:R:3 method="wB97M-V/def2-TZVPD" homo_energy_ev=-8.1 charge=0 de_lowest_kcal_mol=85.0 fmax_ha_per_bohr=0.0592 spin_multiplicity=1 homo_lumo_gap_ev=8.082
H 2.0625 -0.8599 0.7246 0.466 -0.026 0.132
C -0.8767 -0.4537 -0.4076 1.444 0.742 -0.311
N -1.7287 0.3136 -0.8545 -1.376 -2.558 0.307
N 1.1117 0.9365 0.4049 -1.982 2.305 -0.186
H -2.4198 -0.4775 -0.5719 -0.971 1.811 -0.342
N 0.0718 -1.0940 0.0032 0.074 0.053 -0.448
N 0.5933 1.9788 0.2776 1.734 -1.890 0.319
C 1.1857 -0.3438 0.4236 0.610 -0.438 0.529


[3]
11
Properties=species:S:1:pos:R:3:forces:R:3 method="wB97M-V/def2-TZVPD" homo_energy_ev=-8.4 charge=0 de_lowest_kcal_mol=76.1 fmax_ha_per_bohr=0.0610 smiles="C=NS/C=N/N" spin_multiplicity=1 homo_lumo_gap_ev=9.383
H -1.9816 0.9275 2.6607 1.846 0.916 -2.368
N -0.8209 0.5674 0.9225 -0.329 -0.139 0.904
N -1.2596 1.3832 1.9784 -0.687 -2.201 1.481
N 0.7675 -1.5286 -0.8856 -0.299 1.560 -0.616
C -0.1212 1.1015 0.0147 0.523 -0.321 -0.106
H -1.5583 2.2537 1.6414 -0.659 1.492 -0.245
H 0.3853 -3.1884 0.0164 -0.243 -0.033 0.557
H -0.2656 -1.6269 0.9975 0.508 -0.687 -1.431
H 0.1471 2.1724 -0.0216 -0.200 -0.250 -0.009
S 0.7378 0.1606 -1.2547 -0.386 -0.600 0.797
C 0.2310 -2.1119 0.0977 -0.075 0.264 1.036


[4]
24
Properties=species:S:1:pos:R:3:forces:R:3 method="wB97M-V/def2-TZVPD" homo_energy_ev=-16.1 charge=+2 fmax_ha_per_bohr=0.2437 spin_multiplicity=1 homo_lumo_gap_ev=5.754
O -2.3196 -1.8237 -1.8807 -4.559 -3.578 0.219
P 0.1974 0.1108 1.2193 1.316 0.748 1.615
C -1.4716 -1.1589 -1.8806 -5.327 -4.144 -1.242
Sr 0.1016 0.0730 -1.7858 -0.092 -0.023 12.533
H -2.1469 0.7273 0.7495 -0.135 0.245 0.272
O 0.1015 0.0733 -4.9528 -0.058 -0.030 -4.584
C 0.2642 -1.7411 1.4405 -0.865 0.044 -0.209
H -1.1818 2.1505 1.2870 0.092 -0.800 0.129
C -1.1310 1.6468 -1.8816 -4.081 5.226 -1.261
C 1.6760 1.3069 -1.8789 4.443 3.486 -1.131
C 0.1013 0.0730 -3.8692 0.226 0.125 -4.367
H 0.2440 0.1191 3.6930 0.239 0.144 -0.606
H 0.9948 1.6026 2.9979 -0.001 -0.522 0.016
O -1.7959 2.4943 -1.8808 -3.593 4.616 0.231
C -1.3846 1.0696 1.4656 -0.381 -0.766 -0.215
H 1.9001 0.0523 2.9860 -0.453 0.256 0.022
C 1.3347 -1.4998 -1.8812 4.028 -5.110 -1.231
H 1.3063 -2.0885 1.2555 -0.652 0.468 0.141
H -0.4075 -2.2312 0.7187 0.171 -0.238 0.276
O 1.9979 -2.3479 -1.8808 3.687 -4.686 0.246
H -1.7646 0.9371 2.4918 0.006 0.051 -0.465
C 0.8979 0.5073 2.8852 0.714 0.417 -0.144
O 2.5208 1.9689 -1.8817 5.230 4.092 0.230
H -0.0349 -2.0216 2.4640 0.047 -0.020 -0.475